No. 1
Below is a 3-piece molecular cluster, C6H23BO9P3 overall in a non-equilibrium geometry, with properties calculated with ωB97M-V/def2-TZVPD.

CARTESIAN COORDINATES (ANGSTROEM)
B 0.300 -6.709 -0.692
P -1.613 -6.786 -0.902
O -2.224 -7.991 -0.238
H 0.743 -7.680 -1.269
H 0.516 -6.718 0.505
H 0.711 -5.641 -1.131
H -2.139 -5.557 -0.390
H -1.863 -6.868 -2.308
C 2.810 0.694 -0.169
O 2.340 -0.279 -1.090
P 1.148 -1.333 -0.631
O 0.798 -0.700 0.690
O 2.181 -2.563 -0.484
C 3.576 -2.522 -0.743
O -0.025 -2.473 -0.656
C -1.344 -2.114 -0.248
H 3.651 1.197 -0.651
H 2.043 1.433 0.054
H 3.154 0.221 0.750
H 4.096 -1.971 0.043
H 3.793 -2.092 -1.717
H 3.929 -3.551 -0.735
H -1.638 -1.149 -0.660
H -1.403 -2.090 0.838
H -2.024 -2.882 -0.614
C -0.848 2.330 1.534
O -0.435 3.387 0.654
P -1.082 4.858 0.816
O -1.850 4.782 2.082
O -2.008 4.773 -0.502
C -2.174 3.610 -1.308
O -0.947 6.461 0.572
C -0.665 7.283 1.710
H -0.370 1.414 1.183
H -0.522 2.525 2.551
H -1.927 2.194 1.500
H -2.792 2.873 -0.794
H -1.218 3.176 -1.589
H -2.691 3.920 -2.214
H 0.100 6.843 2.346
H -1.577 7.439 2.283
H -0.312 8.244 1.340

Properties
- Kohn-Sham gap (eV) = 4.82
- E_HOMO (eV) = -4.1
- charge = -1
- LUMO (eV) = 0.741

No. 2
Below is C17H21GeHfIN3O2Se as an isolated structure, with properties calculated with ωB97M-V/def2-TZVPD.

CARTESIAN COORDINATES (ANGSTROEM)
Hf 2.110 -0.038 0.180
O -1.737 -5.649 2.187
N -1.045 -5.257 3.101
O -0.937 -5.733 4.198
C -0.302 -3.990 2.854
C 0.008 -3.244 3.935
C 0.665 -1.981 3.778
C 1.016 -1.144 4.859
C 1.648 0.059 4.623
C 1.930 0.428 3.313
N 1.605 -0.344 2.261
C 0.977 -1.545 2.493
C 0.659 -2.358 1.354
N 1.028 -1.866 0.121
C 0.780 -2.601 -0.977
C 0.170 -3.844 -0.899
C -0.207 -4.347 0.329
C 0.023 -3.593 1.506
H -0.247 -3.611 4.922
H 0.788 -1.454 5.872
H 1.930 0.717 5.434
H 2.430 1.370 3.108
H 1.082 -2.184 -1.931
H -0.002 -4.408 -1.805
H -0.681 -5.316 0.398
C -3.048 1.779 -2.438
Ge -1.765 3.229 -2.609
C -2.379 4.964 -2.007
C -0.891 3.244 -4.347
C -0.335 2.761 -1.201
Se 0.842 1.264 -1.774
C 2.234 2.206 -2.804
H -3.764 1.804 -3.258
H -3.607 1.862 -1.505
H -2.558 0.803 -2.470
H -3.177 5.307 -2.667
H -1.578 5.702 -2.041
H -2.780 4.920 -0.996
H -1.650 3.387 -5.117
H -0.391 2.303 -4.586
H -0.185 4.071 -4.440
H -0.820 2.404 -0.290
H 0.361 3.561 -0.947
H 1.670 2.767 -3.546
H 2.859 1.454 -3.277
H 2.798 2.867 -2.153
I 4.472 -0.725 -0.740

Properties
- Kohn-Sham gap (eV) = 6.55
- E_HOMO (eV) = -18.0
- charge = +3
- LUMO (eV) = -11.452
- energy relative to the best compared isomer or geometry (same formula, charge and spin) (kcal per mole) = 3.1

No. 3
Below is C17H30InN7OS as an isolated structure in a non-equilibrium geometry, with properties calculated with ωB97M-V/def2-TZVPD.

CARTESIAN COORDINATES (ANGSTROEM)
In -0.014 0.732 -0.888
C 3.449 -0.095 2.023
C 2.128 0.139 1.341
N 1.775 -0.192 0.137
C 2.859 -0.816 -0.651
C 2.332 -1.356 -1.982
N 0.989 -0.856 -2.187
C 0.639 -0.585 -3.560
C -0.341 0.599 -3.638
N 0.005 1.748 -2.776
C -1.123 2.651 -2.608
C -2.351 2.006 -1.879
N -1.914 1.338 -0.635
C -1.776 2.136 0.386
C -2.333 3.538 0.518
C -0.927 1.706 1.511
C -1.442 1.495 2.784
C -0.591 0.946 3.743
C 0.695 0.564 3.366
C 1.077 0.839 2.061
N 0.354 1.500 1.160
H 4.265 0.281 1.400
H 3.587 -1.166 2.197
H 3.503 0.423 2.984
H 3.331 -1.641 -0.106
H 3.620 -0.055 -0.866
H 2.314 -2.451 -1.967
H 3.031 -1.066 -2.776
H 0.207 -1.658 -1.496
H 0.210 -1.475 -4.034
H 1.524 -0.303 -4.143
H -1.318 0.186 -3.370
H -0.413 0.937 -4.678
H 0.952 2.161 -3.011
H -1.445 3.051 -3.577
H -0.771 3.505 -2.022
H -2.837 1.259 -2.515
H -3.124 2.764 -1.713
H -1.896 4.201 -0.231
H -2.114 3.965 1.501
H -3.420 3.512 0.399
H -2.482 1.700 3.009
H -0.959 0.731 4.743
H 1.322 -0.011 4.036
O 0.916 2.254 -0.912
C -0.563 -4.939 2.108
N -0.234 -3.737 1.379
C -0.893 -2.558 1.400
N -1.950 -2.442 2.226
S -0.437 -1.304 0.415
H 0.129 -5.730 1.809
H -1.590 -5.235 1.878
H -0.467 -4.747 3.180
H 0.535 -3.779 0.719
H -2.093 -3.080 2.993
H -2.398 -1.537 2.291
H -1.530 -0.056 -1.478

Properties
- Kohn-Sham gap (eV) = 4.55
- E_HOMO (eV) = -4.4
- LUMO (eV) = 0.150

No. 4
Below is a 2-piece molecular cluster, C11H18 overall in a non-equilibrium geometry, with properties calculated with ωB97M-V/def2-TZVPD.

CARTESIAN COORDINATES (ANGSTROEM)
C -1.548 -1.110 -3.099
C -0.757 -0.327 -2.037
C -0.097 -1.209 -1.003
C 1.306 -1.091 -0.818
C 1.929 -1.734 0.219
C 1.182 -2.667 0.979
C -0.161 -2.842 0.731
C -0.822 -2.122 -0.285
H -2.554 -1.314 -2.723
H -1.055 -2.065 -3.277
H -1.684 -0.629 -4.066
H 0.032 0.254 -2.536
H -1.350 0.470 -1.597
H 1.826 -0.593 -1.627
H 2.957 -1.553 0.500
H 1.709 -3.251 1.720
H -0.634 -3.698 1.201
H -1.869 -2.313 -0.477
C 0.710 1.339 1.779
C 0.571 2.883 1.934
C -0.736 3.428 1.328
H 1.059 1.020 2.758
H 1.360 1.058 0.951
H -0.216 0.865 1.453
H 0.684 3.194 2.973
H 1.464 3.343 1.500
H -1.455 3.747 2.086
H -0.599 4.275 0.655
H -1.252 2.640 0.779

Properties
- Kohn-Sham gap (eV) = 10.01
- E_HOMO (eV) = -9.0
- LUMO (eV) = 0.990
- energy relative to the best compared isomer or geometry (same formula, charge and spin) (kcal per mole) = 21.1
- SMILES string = CCc1ccccc1.CCC

No. 5
Below is C21H46F6N5NiO5P as an isolated structure in a non-equilibrium geometry, with properties calculated with ωB97M-V/def2-TZVPD.

CARTESIAN COORDINATES (ANGSTROEM)
Ni -1.280 0.466 -0.437
C 2.561 -0.183 2.645
C 2.875 -0.947 1.314
C 3.966 -2.063 1.495
C 3.457 -3.374 2.020
C 2.158 -3.821 1.313
C 1.030 -2.758 1.316
N 1.649 -1.542 0.639
O 0.635 -0.592 0.040
C 0.462 -2.578 2.717
C -0.001 -3.432 0.389
C 3.596 0.152 0.369
H 1.782 0.551 2.439
H 3.363 0.403 3.094
H 2.393 -0.935 3.416
H 4.621 -1.756 2.311
H 4.487 -2.127 0.540
H 3.294 -3.318 3.096
H 4.228 -4.113 1.805
H 1.712 -4.702 1.774
H 2.450 -4.059 0.290
H 1.222 -2.600 3.498
H -0.210 -3.366 3.058
H 0.021 -1.590 2.846
H -0.249 -4.439 0.724
H 0.487 -3.580 -0.575
H -0.884 -2.825 0.189
H 3.961 -0.259 -0.572
H 4.411 0.688 0.855
H 2.908 0.925 0.027
P -4.387 2.654 -1.302
F -5.426 1.408 -1.238
F -3.997 2.199 -2.813
F -5.454 3.659 -1.895
F -3.291 3.878 -1.357
F -4.880 3.223 0.178
F -3.271 1.582 -0.612
C -2.654 -1.919 -2.268
O -2.263 -1.049 -1.463
N -2.045 -2.379 -3.389
C -2.733 -3.250 -4.299
C -0.638 -1.984 -3.735
H -3.642 -2.402 -2.216
H -2.501 -4.271 -3.998
H -2.468 -3.147 -5.352
H -3.812 -3.109 -4.223
H -0.227 -1.370 -2.933
H 0.004 -2.853 -3.879
H -0.718 -1.386 -4.643
C -0.812 3.497 0.481
O -0.778 2.296 0.081
N 0.299 4.097 0.974
C 0.275 5.502 1.343
C 1.548 3.362 1.147
H -1.693 4.156 0.437
H 0.731 5.723 2.308
H -0.730 5.925 1.350
H 0.959 6.038 0.687
H 2.235 3.657 0.355
H 1.907 3.546 2.160
H 1.334 2.301 1.018
C -0.314 1.944 -3.306
O -0.711 1.389 -2.299
N 0.913 1.648 -3.860
C 1.802 0.629 -3.277
C 1.284 2.398 -5.104
H -0.813 2.722 -3.904
H 2.643 0.974 -2.675
H 2.061 -0.002 -4.127
H 1.295 0.075 -2.487
H 1.314 1.728 -5.963
H 0.636 3.227 -5.391
H 2.246 2.829 -4.829
C -2.739 -0.476 2.301
O -2.440 0.111 1.300
N -2.050 -0.200 3.465
C -2.438 -0.932 4.638
C -1.147 0.977 3.671
H -3.345 -1.394 2.355
H -3.103 -1.772 4.437
H -2.867 -0.196 5.318
H -1.563 -1.342 5.143
H -1.540 1.788 4.284
H -0.188 0.643 4.067
H -0.912 1.424 2.705

Properties
- Kohn-Sham gap (spin up / spin down) (eV) = 6.79 / 6.71
- E_HOMO (spin up / spin down) (eV) = -6.4 / -6.3
- ⟨S²⟩ = 2.0042
- LUMO (spin up / spin down) (eV) = 0.400 / 0.394
- 2S+1 = 3
- energy relative to the best compared isomer or geometry (same formula, charge and spin) (kcal per mole) = 74.5

No. 6
Below is an isolated ion of composition C5H9BrN3 and charge +1 in a non-equilibrium geometry, with properties calculated with ωB97M-V/def2-TZVPD.

CARTESIAN COORDINATES (ANGSTROEM)
C -1.659 -1.429 0.040
N -0.615 -0.481 0.159
C -0.600 0.221 1.468
N 0.326 1.168 1.852
C 1.128 1.654 1.031
C 1.329 1.126 -0.387
Br 3.274 0.828 -0.840
C 0.324 -0.234 -0.725
N 0.500 -0.616 -1.929
H -2.549 -0.910 0.412
H -1.843 -1.928 -0.992
H -1.547 -2.077 0.827
H -0.505 -0.555 2.219
H -1.636 0.604 1.582
H 1.686 2.588 1.283
H 1.059 1.925 -1.186
H 1.301 -0.469 -2.410
H 0.027 -1.417 -2.404

Properties
- Kohn-Sham gap (eV) = 10.57
- E_HOMO (eV) = -14.3
- charge = +1
- LUMO (eV) = -3.698
- energy relative to the best compared isomer or geometry (same formula, charge and spin) (kcal per mole) = 25.6
- SMILES string = CN1CN=C[C@@H](Br)C1=[NH2+]

No. 7
Below is C9H11F2N4NiO14S2 as an isolated structure in a non-equilibrium geometry, with properties calculated with ωB97M-V/def2-TZVPD.

CARTESIAN COORDINATES (ANGSTROEM)
Ni -0.457 0.002 -0.040
C 2.926 -1.894 -1.331
C 1.627 -1.492 -1.023
C 0.839 -2.330 0.086
O -0.142 -1.792 0.645
C 1.425 -3.595 0.478
C 2.630 -3.999 0.073
C 3.435 -3.038 -0.862
O 4.676 -3.231 -1.240
O 2.971 -5.214 0.378
O 0.933 -0.532 -1.396
H 3.402 -1.267 -2.070
H 0.825 -4.199 1.142
N -1.793 0.622 1.170
S -2.879 -0.355 2.062
O -4.231 0.155 2.377
O -2.308 -1.270 3.028
F -3.199 -1.271 0.735
S -2.156 1.892 2.022
O -2.067 1.852 3.459
O -3.130 2.842 1.432
F -0.766 2.622 1.665
C 2.570 1.260 3.083
N 1.924 1.441 1.744
O 1.167 0.574 1.293
O 2.112 2.524 1.220
H 3.495 1.837 3.075
H 2.689 0.178 3.130
H 1.902 1.553 3.894
C -3.974 -1.027 -2.313
N -3.057 0.086 -2.049
O -1.974 -0.169 -1.494
O -3.453 1.190 -2.299
H -4.515 -0.687 -3.195
H -4.511 -1.016 -1.364
H -3.320 -1.857 -2.580
C 1.482 2.730 -2.456
N 0.212 2.919 -1.703
O -0.173 1.984 -0.961
O -0.518 3.841 -2.034
H 1.248 2.840 -3.515
H 1.999 1.797 -2.232
H 2.132 3.497 -2.035

Properties
- Kohn-Sham gap (spin up / spin down) (eV) = 3.10 / 5.54
- E_HOMO (spin up / spin down) (eV) = 0.7 / -1.8
- ⟨S²⟩ = 3.7582
- charge = -2
- LUMO (spin up / spin down) (eV) = 3.754 / 3.735
- 2S+1 = 4

No. 8
Below is C4H8NS as an isolated structure in a non-equilibrium geometry, with properties calculated with ωB97M-V/def2-TZVPD.

CARTESIAN COORDINATES (ANGSTROEM)
C 0.307 -1.675 -0.706
C -0.874 -0.676 -0.098
C 1.278 -0.484 -0.256
C 0.154 0.397 -0.508
N 0.160 1.633 -0.931
S 2.544 0.161 0.510
H 0.177 -2.625 -0.129
H 0.191 -1.663 -1.770
H -1.917 -0.851 -0.255
H -0.785 -0.636 1.046
H 1.783 -1.165 2.368
H 1.724 -0.067 2.029
H -0.554 2.200 -1.341
H 1.044 2.063 -0.794

Properties
- Kohn-Sham gap (eV) = 7.65
- E_HOMO (eV) = -13.9
- charge = +1
- LUMO (eV) = -6.214
- energy relative to the best compared isomer or geometry (same formula, charge and spin) (kcal per mole) = 120.5

No. 9
Below is C18H28BN4O6P2Pt as an isolated structure in a non-equilibrium geometry, with properties calculated with ωB97M-V/def2-TZVPD.

CARTESIAN COORDINATES (ANGSTROEM)
Pt 0.474 -1.514 -0.494
C 1.533 2.521 4.635
C 2.004 2.328 3.162
C 1.195 2.922 2.041
C 1.431 4.288 1.781
C 0.760 4.979 0.797
C -0.306 4.388 0.106
C -0.635 3.084 0.378
C -1.969 2.455 -0.048
C -2.823 3.347 -0.921
C 0.103 2.286 1.344
N -0.148 0.933 1.309
C 0.129 0.230 2.404
C 0.487 -1.157 2.473
C 0.826 -1.735 3.707
C 1.325 -2.998 3.410
C 1.168 -3.214 2.026
N 0.693 -2.092 1.393
H 2.203 3.230 5.229
H 1.462 1.591 5.230
H 0.525 3.016 4.775
H 2.247 1.278 3.039
H 2.907 2.925 3.101
H 2.163 4.795 2.366
H 1.010 5.967 0.579
H -0.957 5.002 -0.525
H -2.446 2.117 0.875
H -1.725 1.523 -0.543
H -3.257 4.095 -0.300
H -3.665 2.780 -1.350
H -2.196 3.779 -1.709
H 0.223 0.717 3.373
H 0.644 -1.322 4.698
H 1.784 -3.658 4.133
H 1.410 -4.120 1.417
N -3.166 -1.989 -3.812
C -1.971 -2.728 -3.152
C -1.850 -4.147 -3.687
P -2.420 -2.821 -1.254
O -2.030 -4.334 -0.896
O -3.909 -2.652 -1.313
O -1.524 -1.965 -0.360
P -0.431 -1.787 -3.645
O 0.701 -2.906 -4.078
O -0.948 -1.006 -4.796
O 0.218 -0.949 -2.444
H -3.646 -2.562 -4.551
H -2.709 -1.178 -4.268
H -3.788 -1.852 -3.000
H -2.793 -4.762 -3.561
H -1.007 -4.575 -3.120
H -1.458 -4.247 -4.702
H -2.775 -4.815 -0.429
H 1.562 -2.660 -3.764
B 4.708 0.029 -1.244
C 3.303 -0.559 -0.993
N 2.254 -1.008 -0.809
H 4.549 1.191 -0.986
H 5.591 -0.482 -0.621
H 4.958 -0.003 -2.407

Properties
- Kohn-Sham gap (spin up / spin down) (eV) = 3.99 / 5.70
- E_HOMO (spin up / spin down) (eV) = -1.9 / -4.9
- ⟨S²⟩ = 2.0452
- charge = -1
- LUMO (spin up / spin down) (eV) = 2.064 / 0.814
- 2S+1 = 3
- energy relative to the best compared isomer or geometry (same formula, charge and spin) (kcal per mole) = 58.3

No. 10
Below is one molecule with the formula C18H18N2O, with properties calculated with ωB97M-V/def2-TZVPD.

CARTESIAN COORDINATES (ANGSTROEM)
O -3.824 -0.355 1.055
C -3.029 -0.037 0.198
C -2.901 1.388 -0.339
C -1.473 1.848 -0.400
C -0.704 1.651 -1.542
C 0.617 2.060 -1.582
C 1.184 2.683 -0.485
C 0.428 2.882 0.657
C -0.888 2.461 0.702
N -2.213 -0.920 -0.420
C -2.144 -2.310 -0.049
C -0.891 -2.615 0.789
N 0.306 -2.175 0.127
C 0.766 -2.668 -1.066
C 1.906 -2.027 -1.438
C 2.194 -1.076 -0.421
C 3.231 -0.165 -0.219
C 3.223 0.597 0.926
C 2.195 0.482 1.865
C 1.153 -0.402 1.688
C 1.162 -1.192 0.544
H -3.490 2.034 0.312
H -3.347 1.399 -1.336
H -1.148 1.197 -2.419
H 1.202 1.898 -2.476
H 2.211 3.013 -0.521
H 0.865 3.370 1.515
H -1.475 2.614 1.596
H -1.483 -0.567 -1.021
H -2.145 -2.920 -0.957
H -3.039 -2.533 0.537
H -0.842 -3.693 0.978
H -0.964 -2.097 1.747
H 0.241 -3.463 -1.561
H 2.485 -2.211 -2.321
H 4.024 -0.074 -0.945
H 4.023 1.299 1.110
H 2.221 1.098 2.751
H 0.364 -0.474 2.422

Properties
- Kohn-Sham gap (eV) = 8.81
- E_HOMO (eV) = -8.0
- LUMO (eV) = 0.819
- energy relative to the best compared isomer or geometry (same formula, charge and spin) (kcal per mole) = 2.1
- SMILES string = O=C(Cc1ccccc1)NCCn1ccc2ccccc21

No. 11
Below is one molecule with the formula C5H9N in a non-equilibrium geometry, with properties calculated with ωB97M-V/def2-TZVPD.

CARTESIAN COORDINATES (ANGSTROEM)
C -1.655 -0.567 1.437
C -1.200 -0.611 0.169
N -1.346 -1.654 -0.729
C -0.321 0.509 -0.356
C 0.753 1.083 0.199
C 2.120 1.077 -0.421
H -1.820 -1.434 2.059
H -1.447 0.362 1.965
H -0.708 -1.695 -1.503
H -2.217 -2.113 -0.893
H -0.448 0.546 -1.444
H 0.800 1.129 1.300
H 2.009 1.051 -1.508
H 2.730 2.007 -0.304
H 2.750 0.310 0.029

Properties
- Kohn-Sham gap (eV) = 8.79
- E_HOMO (eV) = -7.9
- LUMO (eV) = 0.840
- energy relative to the best compared isomer or geometry (same formula, charge and spin) (kcal per mole) = 51.8
- SMILES string = C=C(N)/C=C/C

No. 12
Below is an isolated ion of composition C3H7IN3 and charge +1 in a non-equilibrium geometry, with properties calculated with ωB97M-V/def2-TZVPD.

CARTESIAN COORDINATES (ANGSTROEM)
C 1.167 -1.143 0.345
C 0.750 0.675 -1.056
C -1.839 0.372 0.845
N -0.104 -1.199 0.532
N 1.666 -0.045 -0.424
N -0.871 -0.263 -0.015
I 3.610 0.491 -0.105
H 1.898 -1.957 0.749
H 0.990 1.629 -1.257
H 0.267 0.224 -1.935
H -2.397 1.145 0.213
H -2.594 -0.310 1.377
H -1.385 0.862 1.728
H -1.158 -0.482 -0.999

Properties
- Kohn-Sham gap (spin up / spin down) (eV) = 6.87 / 6.25
- E_HOMO (spin up / spin down) (eV) = -11.4 / -13.9
- ⟨S²⟩ = 2.0132
- charge = +1
- LUMO (spin up / spin down) (eV) = -4.497 / -7.647
- 2S+1 = 3
- energy relative to the best compared isomer or geometry (same formula, charge and spin) (kcal per mole) = 62.5

no.,E (eV)
1,-53565.7358
2,-157776.2459
3,-46589.0198
4,-11698.3646
5,-106850.9349
6,-79835.5514
7,-112274.4905
8,-16590.1817
9,-59870.0988
10,-23986.8788
11,-6818.7467
12,-15782.0985